8
Properties=species:S:1:pos:R:3:forces:R:3:nbo_charge:R:1 method="wB97M-V/def2-TZVPD" e_lumo_ha=0.009 smiles="I[C@@H]1C2=C[C@H]21" e_tot_ha=-451.72865 gap_ev=9.2
C 1.066668 0.749035 0.398646 -1.86 -3.16 -0.41 -0.223
C 0.157120 0.928041 -0.568662 0.74 0.81 -0.63 -0.016
C 0.411551 -0.595700 0.379244 -0.18 4.27 0.44 -0.124
C -0.855452 -0.059055 -0.132623 -2.13 0.62 3.05 -0.475
I -2.118694 -1.004412 -1.477552 -0.11 -0.32 -0.26 0.156
H 1.994194 1.056805 0.714691 1.70 0.91 0.70 0.230
H 0.756341 -1.425900 -0.081195 1.69 -2.70 -1.22 0.187
H -1.411728 0.351185 0.767452 0.15 -0.45 -1.67 0.264

8
Properties=species:S:1:pos:R:3:forces:R:3:nbo_charge:R:1 method="wB97M-V/def2-TZVPD" e_lumo_ha=0.000 smiles="C=C=C=CI" e_tot_ha=-451.78298 gap_ev=8.7
C -0.549594 0.428508 -0.014514 -0.94 -0.45 -0.22 0.019
C 0.427069 -0.389312 -0.140558 -0.06 1.86 0.90 -0.041
C -1.810149 0.786584 0.079422 1.73 3.48 0.71 -0.412
C 1.614546 -0.870818 0.043947 -0.71 -2.74 -1.16 -0.446
I 3.362423 0.125070 -0.024220 0.89 0.57 0.25 0.211
H -2.483420 0.070995 -0.155720 -2.35 -2.16 -0.41 0.209
H -2.197958 1.819984 0.322721 0.77 -1.29 -0.40 0.222
H 1.637081 -1.971010 -0.111079 0.66 0.73 0.34 0.238

11
Properties=species:S:1:pos:R:3:forces:R:3:nbo_charge:R:1 method="wB97M-V/def2-TZVPD" e_lumo_ha="0.098 / 0.098" charge=-1 e_tot_ha=-899.93315 gap_ev="6.3 / 6.2"
C 0.472214 0.908896 0.673233 -0.27 -1.87 -2.37 -0.140
C -0.060219 -0.847672 -0.609124 1.53 3.04 0.97 -0.199
C 1.955196 1.195602 0.608781 -3.00 1.17 -2.52 0.613
C -1.532847 -0.889596 -0.506691 1.22 -2.42 -0.07 -0.791
O 2.798923 0.809473 1.313649 3.19 -1.18 3.16 -0.642
O 1.940266 1.691436 -0.551998 -0.33 -0.02 -0.08 -0.613
I -0.920366 2.433212 0.415064 0.09 0.24 0.47 0.124
I 0.987797 -2.489553 0.222666 -0.10 -0.28 0.24 0.010
H -1.820189 -1.017055 -1.523282 -0.73 -0.01 -0.99 0.225
H -1.849486 -1.738431 0.052725 -0.74 -0.83 0.51 0.182
H -1.971289 -0.056313 -0.095022 -0.86 2.16 0.68 0.230

11
Properties=species:S:1:pos:R:3:forces:R:3:nbo_charge:R:1 method="wB97M-V/def2-TZVPD" e_lumo_ha=-0.022 e_tot_ha=-636.60203 gap_ev=8.2
C 2.093335 -0.139945 0.081584 1.90 -0.60 0.23 0.255
C 0.045954 0.867048 -0.612399 2.06 -0.63 0.55 0.073
C -1.056482 -2.823048 1.020733 0.45 -1.66 -2.75 0.507
C 0.833613 0.394115 0.383121 -2.25 0.11 1.16 -0.474
N 3.174796 -0.531832 -0.087366 -1.21 0.32 0.02 -0.335
N -1.116950 1.501987 -0.452997 -1.24 0.83 -2.23 -0.777
O -0.902015 -3.415720 0.044328 -0.44 1.68 2.75 -0.507
I -2.270478 1.277715 1.122622 -0.70 -0.05 0.96 0.374
H 0.455950 0.790206 -1.613807 -0.32 0.28 -0.18 0.223
H 0.379235 0.362814 1.434933 1.24 -0.01 -1.53 0.247
H -1.636953 1.716659 -1.320755 0.52 -0.28 1.01 0.414

13
Properties=species:S:1:pos:R:3:forces:R:3:mulliken_spin:R:1 method="wB97M-V/def2-TZVPD" e_lumo_ha="-0.198 / -0.302" charge=+1 e_tot_ha=-634.19854 s2=8.76 multiplicity=6 gap_ev="4.8 / 7.6"
O 2.104840 2.054765 3.826018 -2.23 -6.56 -0.79 0.066
C 1.738764 0.955713 3.564281 2.20 6.38 0.05 0.007
C -1.698918 0.382840 -1.230548 -0.21 -5.30 -1.98 0.722
C -0.449868 -0.166161 -1.876244 -1.17 1.93 -0.43 0.118
O 0.039930 -1.272041 -1.130564 1.32 -1.37 1.36 0.025
C 0.410119 -1.066396 0.122627 -1.07 -1.01 -5.36 -0.061
O -0.081387 -0.100045 0.777435 -1.29 0.84 -0.23 0.246
O 1.336018 -1.758903 0.615764 -0.26 -0.55 0.07 0.101
O -1.777365 1.547053 -0.891165 -0.38 4.89 1.63 0.997
H -2.536564 -0.328113 -1.063900 0.25 0.57 -0.12 0.085
H 0.306180 0.631415 -1.918072 -0.12 -0.29 0.01 -0.002
H -0.677464 -0.469465 -2.908377 0.35 -0.58 0.55 0.045
Ir 1.285714 -0.410661 2.112745 2.60 1.05 5.24 2.652

12
Properties=species:S:1:pos:R:3:forces:R:3:mulliken_spin:R:1 method="wB97M-V/def2-TZVPD" e_lumo_ha="-0.066 / -0.067" e_tot_ha=-536.25820 s2=0.75 multiplicity=2 gap_ev="2.5 / 2.9"
C -0.640006 1.365329 0.778260 0.73 0.07 2.22 -0.028
O 0.033874 2.453753 0.840449 -0.31 0.16 -0.41 0.015
Mg -0.411701 -0.293871 -2.032552 0.01 -0.21 0.70 0.801
Rb 2.515422 4.989253 0.635601 -0.65 -0.66 0.01 0.022
H -1.567923 1.237215 1.396874 0.00 0.64 -0.86 0.000
C -0.170393 0.132843 0.366986 0.05 -0.53 -1.38 0.121
C -0.948174 -1.133574 0.362406 0.31 0.08 -0.06 -0.015
C -0.569078 -2.111796 -0.514760 -0.38 -0.03 0.72 0.049
O 0.482730 -1.971206 -1.438391 0.89 0.16 -0.45 0.013
Li 1.451366 -1.827226 0.117417 -1.00 0.16 -0.28 0.022
H 0.899381 0.244162 0.067389 0.25 -0.15 -0.19 -0.005
H -1.075499 -3.084881 -0.579677 0.10 0.31 -0.01 0.004

8
Properties=species:S:1:pos:R:3:forces:R:3:nbo_charge:R:1 method="wB97M-V/def2-TZVPD" e_lumo_ha=0.029 smiles="C#CN=C=C" e_tot_ha=-208.83870 gap_ev=10.5
C -1.265917 -1.982694 0.395279 0.38 0.07 -0.17 -0.284
C -0.255165 -1.524491 -0.067598 -0.53 -0.20 0.24 0.140
C 0.644686 1.615761 -0.571448 0.00 -0.15 0.01 -0.613
C 0.774189 0.321017 -0.584717 -0.03 -0.17 0.01 0.471
N 0.854081 -0.915631 -0.579894 -0.25 0.62 0.09 -0.463
H -2.175215 -2.354609 0.809910 0.19 -0.05 -0.08 0.242
H 0.929180 2.179255 0.309923 0.07 -0.06 -0.15 0.253
H 0.166002 2.119186 -1.403739 0.16 -0.05 0.05 0.253

8
Properties=species:S:1:pos:R:3:forces:R:3:nbo_charge:R:1 method="wB97M-V/def2-TZVPD" e_lumo_ha="-0.001 / -0.001" e_tot_ha=-208.75107 gap_ev="7.9 / 7.9"
C 1.516621 -0.509861 -0.068964 1.60 0.21 -0.05 -0.287
C -1.274122 -0.882986 -0.213568 -1.15 0.24 -0.41 0.139
C -0.356362 1.237132 0.026027 3.33 -3.61 0.47 -0.182
C 0.925598 0.538132 -0.090876 -1.99 1.71 0.45 -0.026
N -1.219489 0.280489 0.122969 -0.94 -0.50 -0.89 -0.287
H 2.377228 -1.054388 0.183233 0.36 -0.92 -0.07 0.229
H -1.520963 -1.822718 0.222093 -0.09 -0.24 0.81 0.195
H -0.448511 2.214200 -0.180916 -1.13 3.11 -0.32 0.220

9
Properties=species:S:1:pos:R:3:forces:R:3:nbo_charge:R:1 method="wB97M-V/def2-TZVPD" e_lumo_ha="-0.285 / -0.313" charge=+1 e_tot_ha=-263.13091 gap_ev="8.5 / 8.0"
C -3.151806 0.036967 -0.053230 2.38 2.71 -0.68 0.353
C -0.257497 1.796057 -0.005613 1.42 -2.35 0.53 0.116
C 0.408093 0.751844 0.169374 -1.90 2.43 -0.77 0.215
C 1.952213 -1.044909 -0.037589 3.23 -4.14 0.43 0.089
N -3.900144 -0.786718 0.151418 -2.36 -2.69 0.67 -0.350
N 0.945623 -0.346761 -0.047127 0.21 0.61 0.46 -0.232
H -0.875138 2.608821 -0.203293 -0.71 1.17 -0.02 0.272
H 1.910265 -2.084924 -0.523433 -0.14 1.60 0.39 0.262
H 2.968391 -0.930377 0.549489 -2.12 0.66 -1.01 0.277

12
Properties=species:S:1:pos:R:3:forces:R:3:mulliken_spin:R:1 method="wB97M-V/def2-TZVPD" e_lumo_ha="0.127 / 0.132" charge=-1 e_tot_ha=-489.30773 s2=2.06 multiplicity=3 gap_ev="6.4 / 7.8"
C 1.826090 -0.143314 -0.053290 5.14 -2.32 -1.42 0.548
C 0.697529 -0.985908 0.187450 -3.34 0.29 0.52 0.015
C 0.295091 1.240868 -0.067967 -3.06 -0.22 0.32 0.033
C -1.761578 -0.048281 0.015660 -0.70 -2.53 -2.22 0.012
N 1.591871 1.048551 -0.367953 1.39 1.62 0.36 -0.051
N -0.350327 -0.056071 0.157029 0.83 2.15 -0.45 0.010
O 3.872740 -0.967380 0.232915 -0.55 0.28 0.16 1.426
O 0.548652 -2.168926 0.304858 0.32 -0.96 0.17 0.014
O -0.328674 2.272274 -0.018483 0.01 0.22 -0.15 -0.003
H -2.183874 -0.818688 0.675505 -0.44 0.90 0.18 0.001
H -2.065477 0.971934 -0.019381 -0.58 0.69 1.27 -0.004
H -2.142039 -0.345059 -1.046341 0.98 -0.10 1.26 0.000